(1)
C39H50N4O5S2Se2W | ωB97M-V/def2-TZVPD

Summary:
Energy relative to the best compared isomer or geometry (same formula, charge and spin) in kcal/mol: 67.42
LUMO level (spin up / spin down) in eV: -5.599 / -6.462
Largest force on an atom in eV/Å: 1.34
Charge: +2
Multiplicity: 3
Calculated total energy in a.u.: -7777.162024

Positions of all 103 atoms, in Å:
W1 -0.20 -0.42 -0.46
Se1 0.81 -1.69 2.33
Se2 1.84 -1.97 -1.08
S1 -2.55 1.25 -2.12
S2 1.51 2.09 -2.45
O1 0.43 1.15 -1.93
O2 -1.82 -0.08 -1.83
O3 -1.24 -1.99 -0.06
O4 1.18 0.72 0.49
O5 -0.07 -1.70 -2.89
N1 0.30 -2.00 -5.10
N2 -1.30 1.18 0.47
N3 -1.83 -2.34 -4.18
N4 -0.47 2.25 0.78
C1 4.12 3.62 1.06
C2 1.16 3.74 -1.95
C3 -3.26 -2.91 0.82
C4 -2.61 1.38 -3.91
C5 -4.46 -1.64 2.49
C6 2.26 4.59 -1.89
C7 1.09 2.21 -4.25
C8 1.18 -3.78 -1.04
C9 -0.15 1.37 -4.57
C10 -6.02 -0.44 -0.96
C11 -2.33 -1.88 0.74
C12 -0.12 4.17 -1.65
C13 -4.27 0.96 -1.79
C14 2.05 5.92 -1.55
C15 2.33 -2.68 1.70
C16 -5.17 1.98 -2.05
C17 3.13 2.67 0.80
C18 -6.93 0.56 -1.22
C19 2.45 5.09 1.98
C20 1.80 -0.29 3.21
C21 1.65 -1.48 -4.92
C22 -4.67 -0.25 -1.24
C23 -2.46 -0.75 1.51
C24 0.77 1.93 0.82
C25 -1.45 2.18 -4.48
C26 -6.51 1.78 -1.76
C27 -3.52 -0.63 2.41
C28 1.81 2.94 1.13
C29 -2.59 -2.14 -5.41
C30 3.77 4.83 1.65
C31 -1.41 0.30 1.44
C32 -0.31 5.50 -1.30
C33 -0.53 -2.01 -4.01
C34 -4.33 -2.77 1.69
C35 2.98 -2.07 0.47
C36 -2.60 -2.84 -3.04
C37 1.46 4.15 1.73
C38 0.14 -2.87 -6.26
C39 0.77 6.37 -1.26
H1 2.19 6.04 2.45
H2 -2.83 -3.08 -5.92
H3 0.73 -3.96 -2.01
H4 5.15 3.41 0.80
H5 0.62 7.41 -0.98
H6 4.54 5.56 1.86
H7 3.39 1.73 0.34
H8 0.95 3.27 -4.43
H9 -0.03 0.92 -5.55
H10 3.26 4.22 -2.10
H11 2.34 -2.26 -4.59
H12 -2.09 -2.59 -2.12
H13 -0.53 -3.70 -6.04
H14 -4.85 2.94 -2.45
H15 1.65 -0.69 -4.17
H16 -2.63 0.34 -4.26
H17 1.99 -3.70 1.52
H18 1.11 -3.30 -6.51
H19 2.31 0.33 2.48
H20 -2.05 -1.50 -6.10
H21 -7.98 0.41 -1.00
H22 1.98 1.88 -4.79
H23 2.50 -0.75 3.90
H24 -0.95 3.48 -1.65
H25 3.85 -2.65 0.15
H26 2.03 -4.43 -0.88
H27 -1.31 5.85 -1.06
H28 -2.74 -3.92 -3.11
H29 -0.97 0.62 2.39
H30 -1.73 2.56 -5.46
H31 2.01 -1.09 -5.87
H32 3.04 -2.70 2.52
H33 -5.29 -1.55 3.18
H34 1.09 0.31 3.77
H35 -6.34 -1.38 -0.53
H36 -3.53 -1.66 -5.16
H37 3.31 -1.05 0.65
H38 -7.23 2.56 -1.96
H39 -3.95 -1.03 -1.05
H40 2.90 6.60 -1.50
H41 0.43 4.35 1.99
H42 -5.06 -3.57 1.76
H43 -0.23 -2.34 -7.14
H44 -0.21 0.56 -3.86
H45 -3.13 -3.80 0.22
H46 -3.59 -2.37 -3.04
H47 -3.60 0.25 3.04
H48 0.43 -3.88 -0.26
H49 -1.30 3.06 -3.85
H50 -3.57 1.84 -4.13

Here are the Löwdin charges for atoms 1 to 99, given in e:
1 W 1.61
2 Se 1.09
3 Se 1.04
4 S 1.10
5 S 1.10
6 O -0.66
7 O -0.60
8 O -0.34
9 O -0.33
10 O -0.18
11 N -0.11
12 N -0.11
13 N -0.11
14 N 0.12
15 C -0.06
16 C -0.42
17 C 0.00
18 C -0.27
19 C -0.06
20 C -0.08
21 C -0.25
22 C -0.30
23 C -0.23
24 C -0.04
25 C -0.37
26 C -0.09
27 C -0.37
28 C -0.05
29 C -0.51
30 C -0.08
31 C -0.04
32 C -0.05
33 C -0.06
34 C -0.32
35 C -0.04
36 C -0.06
37 C -0.19
38 C -0.45
39 C -0.19
40 C -0.05
41 C 0.00
42 C -0.17
43 C -0.05
44 C -0.06
45 C -0.19
46 C -0.04
47 C -0.49
48 C -0.05
49 C -0.49
50 C -0.02
51 C -0.01
52 C -0.03
53 C -0.05
54 H 0.12
55 H 0.10
56 H 0.03
57 H 0.11
58 H 0.12
59 H 0.12
60 H 0.11
61 H 0.10
62 H 0.13
63 H 0.12
64 H 0.10
65 H 0.05
66 H 0.09
67 H 0.12
68 H 0.06
69 H 0.09
70 H 0.06
71 H 0.10
72 H 0.02
73 H 0.09
74 H 0.12
75 H 0.09
76 H 0.04
77 H 0.07
78 H 0.08
79 H 0.05
80 H 0.12
81 H 0.10
82 H 0.13
83 H 0.13
84 H 0.10
85 H 0.08
86 H 0.12
87 H 0.04
88 H 0.11
89 H 0.09
90 H 0.06
91 H 0.12
92 H 0.08
93 H 0.12
94 H 0.12
95 H 0.12
96 H 0.09
97 H 0.06
98 H 0.13
99 H 0.09


(2)
C39H50NO3PSSbSiV | ωB97M-V/def2-TZVPD

Summary:
Energy relative to the best compared isomer or geometry (same formula, charge and spin) in kcal/mol: 27.04
LUMO level (spin up / spin down) in eV: -5.817 / -5.554
Largest force on an atom in eV/Å: 2.93
Charge: +2
Multiplicity: 3
Calculated total energy in a.u.: -4009.329297

Positions of all 98 atoms, in Å:
Sb1 1.78 -1.32 -0.83
V1 -0.47 -0.24 -0.04
S1 -1.85 2.11 -0.65
P1 -1.36 0.10 2.29
Si1 -1.67 -2.19 -0.97
O1 0.00 -0.85 2.01
O2 -1.38 0.07 3.89
O3 -0.71 1.57 2.04
N1 -0.91 0.96 -1.33
C1 -4.48 2.79 -0.95
C2 5.00 0.43 -4.08
C3 5.34 -0.60 -3.21
C4 -0.97 4.70 -0.84
C5 3.71 0.93 -4.08
C6 -3.80 0.85 -2.21
C7 2.76 0.43 -3.21
C8 2.54 -4.07 -1.93
C9 2.75 -4.02 0.47
C10 -1.49 3.63 -1.55
C11 -1.05 -3.89 -0.31
C12 4.86 0.21 1.93
C13 3.09 -0.61 -2.36
C14 2.45 -3.37 -0.73
C15 -0.80 5.91 -1.50
C16 -2.19 0.11 6.15
C17 -1.80 3.73 -2.89
C18 -6.08 1.61 -2.30
C19 -3.51 1.88 -1.34
C20 2.93 -0.21 0.57
C21 3.12 -5.36 0.45
C22 -3.55 -2.08 -0.56
C23 0.69 -1.58 3.04
C24 2.91 -5.40 -1.94
C25 0.01 -2.91 3.32
C26 -0.14 2.41 3.06
C27 3.19 -6.05 -0.74
C28 -5.77 2.65 -1.44
C29 -1.15 6.03 -2.84
C30 4.39 -1.12 -2.36
C31 4.45 1.51 2.11
C32 -1.15 3.43 3.57
C33 2.54 1.11 0.73
C34 4.10 -0.66 1.16
C35 -2.50 -0.28 4.72
C36 -1.63 4.94 -3.54
C37 -5.09 0.72 -2.70
C38 3.29 1.97 1.52
C39 -1.40 -2.26 -2.88
H1 -3.82 -2.76 0.24
H2 0.71 2.91 2.60
H3 -0.70 4.04 4.34
H4 -0.78 1.08 -2.33
H5 -2.67 -1.36 4.66
H6 1.76 0.85 -3.19
H7 -2.21 2.88 -3.43
H8 5.04 2.18 2.73
H9 1.71 -1.74 2.67
H10 -6.54 3.34 -1.14
H11 0.23 1.80 3.89
H12 -1.04 -4.61 -1.12
H13 1.64 1.48 0.22
H14 -0.04 -3.86 0.10
H15 -0.72 4.60 0.20
H16 5.75 0.84 -4.74
H17 0.04 -3.54 2.44
H18 6.35 -0.98 -3.19
H19 -7.08 1.49 -2.68
H20 -4.12 -2.38 -1.44
H21 -5.32 -0.07 -3.40
H22 -0.35 -2.43 -3.13
H23 -3.05 -0.09 6.77
H24 -1.35 -0.46 6.54
H25 5.78 -0.14 2.38
H26 -1.03 -2.75 3.58
H27 -3.03 0.15 -2.50
H28 -1.97 -3.08 -3.29
H29 -3.40 0.23 4.35
H30 4.43 -1.68 1.00
H31 -1.95 1.17 6.23
H32 2.97 -5.94 -2.87
H33 -1.71 -4.29 0.46
H34 3.34 -5.86 1.38
H35 0.50 -3.42 4.14
H36 -3.89 -1.08 -0.28
H37 2.70 -3.49 1.41
H38 0.75 -0.97 3.94
H39 -1.89 5.03 -4.58
H40 3.47 -7.09 -0.75
H41 4.65 -1.92 -1.68
H42 -1.46 4.08 2.75
H43 -1.05 6.99 -3.33
H44 -4.24 3.61 -0.29
H45 2.99 3.00 1.64
H46 2.32 -3.55 -2.85
H47 3.45 1.73 -4.76
H48 -2.03 2.93 3.98
H49 -1.71 -1.36 -3.41
H50 -0.41 6.76 -0.97

Quick look at the Löwdin charges, all values in e:
1 Sb 1.57
2 V 0.31
3 S 1.12
4 P 0.87
5 Si 0.52
6 O -0.44
7 O -0.31
8 O -0.39
9 N -0.41
10 C -0.07
11 C -0.06
12 C -0.06
13 C -0.07
14 C -0.07
15 C -0.10
16 C -0.13
17 C -0.13
18 C -0.14
19 C -0.38
20 C -0.20
21 C -0.05
22 C -0.36
23 C -0.37
24 C -0.04
25 C -0.05
26 C -0.07
27 C -0.04
28 C -0.39
29 C -0.38
30 C -0.06
31 C -0.21
32 C -0.23
33 C -0.05
34 C -0.03
35 C -0.25
36 C -0.05
37 C -0.04
38 C -0.03
39 C -0.12
40 C -0.06
41 C -0.04
42 C -0.15
43 C -0.11
44 C -0.25
45 C -0.03
46 C -0.04
47 C -0.08
48 C -0.21
49 H 0.03
50 H 0.11
51 H 0.09
52 H 0.06
53 H 0.12
54 H 0.08
55 H 0.12
56 H 0.11
57 H 0.11
58 H 0.12
59 H 0.12
60 H 0.04
61 H 0.08
62 H -0.02
63 H 0.10
64 H 0.11
65 H 0.06
66 H 0.12
67 H 0.12
68 H 0.03
69 H 0.12
70 H 0.01
71 H 0.09
72 H 0.09
73 H 0.12
74 H 0.07
75 H 0.07
76 H 0.04
77 H 0.12
78 H 0.10
79 H 0.08
80 H 0.12
81 H 0.03
82 H 0.11
83 H 0.10
84 H 0.00
85 H 0.09
86 H 0.12
87 H 0.12
88 H 0.12
89 H 0.10
90 H 0.07
91 H 0.12
92 H 0.12
93 H 0.11
94 H 0.10
95 H 0.11
96 H 0.08
97 H 0.01
98 H 0.12


(3)
C39H51B2N14ReS3 | ωB97M-V/def2-TZVPD

Summary:
Energy relative to the best compared isomer or geometry (same formula, charge and spin) in kcal/mol: 33.01
LUMO level (spin up / spin down) in eV: -12.756 / -14.615
Largest force on an atom in eV/Å: 1.52
Charge: +4
Multiplicity: 3
Calculated total energy in a.u.: -3604.573634

Positions of all 110 atoms, in Å:
Re1 0.09 0.99 -1.74
S1 -0.18 -0.24 -4.07
S2 -2.38 0.82 -1.94
S3 2.01 0.84 0.04
N1 -0.43 2.63 -3.17
N2 2.19 5.25 -2.20
N3 2.00 1.51 -2.57
N4 1.30 -1.79 -0.99
N5 -2.20 -1.83 0.89
N6 2.41 2.80 -2.52
N7 3.22 5.24 -1.31
N8 -2.00 -0.75 0.13
N9 -0.07 2.75 -0.57
N10 -0.09 0.18 1.48
N11 0.28 3.78 -3.23
N12 -0.86 0.08 2.59
N13 0.72 -1.07 -1.90
N14 0.73 3.80 -0.83
C1 -1.24 3.85 -4.85
C2 -2.37 -4.71 0.93
C3 4.06 -3.41 -0.56
C4 -3.48 -3.80 1.50
C5 -4.23 -0.78 -0.71
C6 -1.34 1.95 5.33
C7 -2.57 -0.14 4.76
C8 0.57 -1.49 -3.17
C9 2.23 -3.25 1.14
C10 0.49 4.76 0.07
C11 1.20 0.60 1.50
C12 -0.50 -0.28 6.15
C13 -4.44 -1.86 0.11
C14 -1.18 0.46 4.98
C15 0.88 -3.21 -5.01
C16 3.62 2.90 -3.08
C17 1.63 -3.51 -2.62
C18 -1.35 2.67 -4.14
C19 3.12 7.25 -2.34
C20 -0.82 3.05 0.51
C21 -3.35 -2.44 0.83
C22 1.02 -2.75 -3.60
C23 1.84 0.87 2.73
C24 1.79 -3.00 -1.31
C25 -0.33 0.39 3.74
C26 -3.29 -3.64 3.01
C27 -5.30 -0.15 -1.55
C28 1.05 0.77 3.84
C29 2.35 -5.25 -0.37
C30 -0.19 4.52 -4.25
C31 -0.49 4.31 0.95
C32 2.98 0.79 -3.14
C33 -4.84 -4.45 1.23
C34 2.10 6.47 -2.81
C35 4.03 1.63 -3.48
C36 3.27 1.28 2.76
C37 3.78 6.43 -1.39
C38 -2.91 -0.30 -0.76
C39 2.58 -3.74 -0.27
B1 1.43 3.97 -2.22
B2 -0.73 -0.01 0.18
H1 -5.42 -2.30 0.19
H2 2.01 -4.49 -2.86
H3 4.63 6.68 -0.77
H4 -1.84 4.18 -5.68
H5 4.13 3.84 -3.17
H6 1.18 -3.46 1.38
H7 -3.18 0.01 5.64
H8 0.38 0.25 6.52
H9 1.35 6.74 -3.53
H10 4.69 -3.90 0.18
H11 -1.20 -0.33 6.98
H12 -5.03 -4.58 0.16
H13 -6.25 -0.67 -1.44
H14 -5.66 -3.90 1.70
H15 2.79 -5.68 -1.28
H16 0.07 -3.95 -5.08
H17 -1.56 2.37 0.90
H18 -5.45 0.90 -1.25
H19 -2.49 -1.21 4.59
H20 -2.05 1.86 -4.32
H21 -4.04 -2.98 3.44
H22 -1.92 2.48 4.57
H23 -0.21 -1.29 5.87
H24 2.40 -2.18 1.23
H25 -3.38 -4.62 3.49
H26 -4.84 -5.45 1.67
H27 -2.39 -5.66 1.45
H28 3.45 2.12 2.09
H29 4.96 1.37 -3.96
H30 2.85 -3.76 1.87
H31 -2.29 -3.25 3.22
H32 1.79 -3.71 -5.34
H33 1.02 5.70 0.04
H34 -0.37 2.45 5.45
H35 3.57 1.56 3.77
H36 4.24 -2.33 -0.52
H37 -0.90 4.86 1.78
H38 1.46 1.02 4.81
H39 0.65 -2.40 -5.69
H40 2.84 -5.75 0.47
H41 -1.39 -4.25 1.08
H42 -3.07 0.32 3.90
H43 3.92 0.46 2.43
H44 2.92 -0.27 -3.27
H45 1.29 -5.51 -0.35
H46 -5.02 -0.15 -2.60
H47 -2.52 -4.90 -0.13
H48 -1.87 2.04 6.28
H49 0.24 5.47 -4.50
H50 4.36 -3.78 -1.54
H51 3.32 8.28 -2.56

Here are the Löwdin charges for atoms 1 to 99, given in e:
1 Re 1.32
2 S 1.03
3 S 0.89
4 S 1.00
5 N -0.15
6 N -0.04
7 N -0.21
8 N 0.11
9 N 0.22
10 N 0.04
11 N 0.06
12 N -0.01
13 N -0.18
14 N 0.00
15 N 0.06
16 N 0.21
17 N -0.22
18 N 0.05
19 C 0.03
20 C -0.03
21 C 0.00
22 C -0.54
23 C -0.20
24 C -0.01
25 C -0.04
26 C -0.61
27 C -0.03
28 C 0.03
29 C -0.53
30 C -0.02
31 C 0.15
32 C -0.54
33 C 0.01
34 C 0.02
35 C 0.12
36 C -0.19
37 C -0.01
38 C -0.10
39 C -0.15
40 C -0.19
41 C -0.22
42 C -0.13
43 C -0.16
44 C -0.02
45 C -0.02
46 C 0.14
47 C -0.02
48 C 0.03
49 C 0.03
50 C -0.12
51 C -0.04
52 C -0.05
53 C 0.03
54 C -0.02
55 C -0.10
56 C -0.51
57 C -0.54
58 B -0.66
59 B -0.38
60 H 0.14
61 H 0.15
62 H 0.12
63 H 0.13
64 H 0.15
65 H 0.08
66 H 0.11
67 H 0.09
68 H 0.11
69 H 0.11
70 H 0.11
71 H 0.10
72 H 0.11
73 H 0.10
74 H 0.09
75 H 0.13
76 H 0.12
77 H 0.11
78 H 0.07
79 H 0.07
80 H 0.10
81 H 0.09
82 H 0.10
83 H 0.06
84 H 0.11
85 H 0.11
86 H 0.11
87 H 0.09
88 H 0.13
89 H 0.11
90 H 0.08
91 H 0.12
92 H 0.15
93 H 0.09
94 H 0.11
95 H 0.09
96 H 0.13
97 H 0.15
98 H 0.08
99 H 0.11


(4)
C39H51BN6O3PRuSSi | ωB97M-V/def2-TZVPD

Summary:
LUMO level (spin up / spin down) in eV: 0.692 / -1.494
Largest force on an atom in eV/Å: 1.09
Multiplicity: 6
Calculated total energy in a.u.: -3219.748530

Positions of all 104 atoms, in Å:
Ru1 0.27 0.38 -0.19
S1 1.63 -0.52 2.38
P1 -0.48 1.88 2.54
Si1 1.20 -2.51 -1.87
O1 2.11 0.54 1.46
O2 0.28 -0.92 1.88
O3 2.54 -1.61 2.60
N1 -2.71 0.33 -1.27
N2 -1.82 -0.33 -0.50
N3 -0.65 2.56 -0.44
N4 -1.86 2.75 -1.04
N5 0.07 1.28 -2.55
N6 -1.20 1.45 -3.02
C1 3.83 -2.94 -2.95
C2 0.94 -3.88 0.63
C3 1.06 4.13 3.06
C4 -4.26 2.16 4.26
C5 0.97 1.44 6.39
C6 1.33 0.24 3.94
C7 -2.40 -1.45 -0.09
C8 -1.05 -2.38 -3.58
C9 -0.22 3.69 2.74
C10 -2.73 0.35 2.84
C11 -0.91 4.75 -0.89
C12 1.35 5.49 3.12
C13 -3.70 -1.53 -0.60
C14 -1.15 2.01 -4.24
C15 1.02 -1.57 -4.62
C16 -0.91 5.99 2.52
C17 -2.02 4.06 -1.32
C18 -0.61 -4.64 -1.11
C19 3.76 -2.36 -0.54
C20 0.25 1.89 5.29
C21 -4.79 0.91 3.95
C22 0.43 1.30 4.05
C23 0.47 -2.62 -3.65
C24 -2.20 1.61 3.12
C25 2.04 -0.22 5.04
C26 0.88 1.75 -3.48
C27 -3.84 -0.38 -1.34
C28 3.30 -0.62 -2.22
C29 1.86 0.38 6.27
C30 -0.08 3.75 -0.35
C31 0.16 2.22 -4.59
C32 -4.01 0.00 3.25
C33 -2.98 2.50 3.85
C34 -1.19 4.64 2.44
C35 0.73 -3.99 -4.30
C36 0.82 -4.12 -0.88
C37 1.79 -5.25 -1.26
C38 3.09 -2.11 -1.89
C39 0.36 6.42 2.87
B1 -2.37 1.64 -1.99
H1 -1.87 -2.13 0.55
H2 -4.40 -0.98 3.00
H3 0.91 -0.56 -4.24
H4 2.41 0.04 7.13
H5 -2.59 3.48 4.12
H6 -5.79 0.65 4.26
H7 0.83 1.92 7.35
H8 -2.07 2.23 -4.77
H9 3.00 -0.38 -3.24
H10 1.94 -3.57 0.94
H11 -1.28 -1.39 -3.17
H12 -0.72 5.80 -0.94
H13 -3.35 2.03 -2.58
H14 0.33 -3.96 -5.33
H15 0.23 -4.82 -3.80
H16 1.85 3.41 3.25
H17 2.82 -5.01 -1.02
H18 -4.43 -2.31 -0.44
H19 0.26 -3.10 0.98
H20 2.36 5.81 3.37
H21 1.74 -5.53 -2.31
H22 1.79 -4.23 -4.37
H23 0.58 7.48 2.92
H24 3.72 -3.40 -0.22
H25 3.50 -2.75 -3.97
H26 -1.37 -3.87 -0.93
H27 2.07 -1.73 -4.88
H28 -0.80 -5.45 -0.40
H29 2.74 0.04 -1.54
H30 4.90 -2.67 -2.90
H31 -1.58 -3.11 -2.97
H32 4.81 -2.08 -0.62
H33 3.33 -1.75 0.26
H34 0.69 -4.81 1.16
H35 -0.78 -5.04 -2.11
H36 -2.12 -0.37 2.31
H37 1.52 -6.14 -0.67
H38 -2.91 4.40 -1.82
H39 0.45 -1.63 -5.56
H40 2.73 -1.05 4.91
H41 0.89 3.85 0.10
H42 1.95 1.74 -3.32
H43 -4.85 2.87 4.83
H44 -1.47 -2.42 -4.59
H45 4.36 -0.37 -2.10
H46 3.76 -4.01 -2.77
H47 -1.69 6.71 2.29
H48 -2.17 4.32 2.10
H49 0.54 2.65 -5.50
H50 -0.44 2.71 5.40
H51 -4.67 -0.01 -1.93

Here are the Löwdin charges for atoms 1 to 99, given in e:
1 Ru 1.25
2 S 0.44
3 P 1.11
4 Si 0.95
5 O -0.44
6 O -0.47
7 O -0.29
8 N -0.03
9 N -0.06
10 N -0.08
11 N -0.02
12 N -0.02
13 N -0.03
14 C -0.09
15 C -0.11
16 C -0.10
17 C -0.08
18 C -0.06
19 C -0.27
20 C -0.18
21 C -0.10
22 C -0.38
23 C -0.10
24 C -0.05
25 C -0.08
26 C -0.05
27 C -0.08
28 C -0.10
29 C -0.08
30 C -0.08
31 C -0.10
32 C -0.10
33 C -0.07
34 C -0.09
35 C -0.32
36 C -0.62
37 C -0.33
38 C -0.05
39 C -0.17
40 C -0.07
41 C -0.12
42 C -0.06
43 C -0.17
44 C -0.05
45 C -0.08
46 C -0.10
47 C -0.13
48 C -0.09
49 C -0.62
50 C -0.09
51 C -0.63
52 C -0.09
53 B -0.53
54 H 0.10
55 H 0.10
56 H 0.04
57 H 0.11
58 H 0.09
59 H 0.10
60 H 0.11
61 H 0.12
62 H 0.05
63 H 0.05
64 H 0.06
65 H 0.10
66 H 0.12
67 H 0.09
68 H 0.06
69 H 0.11
70 H 0.06
71 H 0.10
72 H 0.04
73 H 0.10
74 H 0.07
75 H 0.07
76 H 0.10
77 H 0.06
78 H 0.06
79 H 0.05
80 H 0.07
81 H 0.09
82 H 0.04
83 H 0.09
84 H 0.06
85 H 0.09
86 H 0.05
87 H 0.09
88 H 0.06
89 H 0.07
90 H 0.09
91 H 0.12
92 H 0.09
93 H 0.11
94 H 0.12
95 H 0.10
96 H 0.10
97 H 0.09
98 H 0.09
99 H 0.07